Density functional theory data (ωB97M-V/def2-TZVPD) for a structure of composition C41H35N5OPRuS at a distorted geometry.

XYZ file:
```
85
C41H35N5OPRuS ωB97M-V/def2-TZVPD
H -7.13 -2.32 1.16
C -6.08 -2.23 0.92
N 3.63 1.05 6.47
C -3.99 -1.06 1.06
C -2.00 -2.84 -2.61
H -2.41 3.77 1.53
H -1.58 3.33 3.03
H -3.04 1.21 -4.37
C -1.58 4.02 2.19
H 3.83 1.40 0.96
H 1.09 -5.14 -2.50
H -0.47 5.91 0.53
P -1.56 -1.74 -0.06
C -1.24 -2.91 -1.44
C -1.66 -3.59 -3.73
C 2.40 2.45 -1.91
H -2.85 -2.17 -2.66
C -0.81 -2.60 1.36
H 4.55 3.77 1.01
N 0.48 -0.43 -1.96
C 5.16 -0.95 4.11
C 3.11 -0.02 3.11
C -1.48 0.46 -3.12
H 1.79 2.09 -2.73
H 2.24 -2.49 2.80
H -1.73 5.03 2.58
C 1.89 -0.62 -2.08
C -0.68 -4.17 3.17
H -2.25 -3.50 -4.63
H -1.13 -4.93 3.79
C 0.15 0.68 -5.38
C 0.63 -3.76 3.39
C 1.21 -2.77 2.61
H 0.91 3.75 3.28
C -0.14 0.05 -3.03
C -0.55 -4.42 -3.69
N 1.95 0.82 3.34
H -3.41 -0.22 1.43
N 0.10 1.50 0.64
C -0.04 2.59 0.99
H -6.04 -4.04 -0.25
Ru 0.93 -0.47 0.23
C -0.24 3.97 1.44
C 2.76 1.57 -0.87
C -1.21 1.03 -5.47
H -3.65 -3.86 -0.80
H 2.19 -1.67 -1.96
C 2.33 0.18 -0.86
S 2.36 -0.22 -3.88
C -0.28 4.88 0.21
N 6.11 -1.59 4.05
C -1.40 -3.59 2.14
C 3.77 0.52 5.44
C 3.94 3.41 0.20
C -3.36 -2.02 0.27
C 3.57 4.27 -0.84
O 3.27 -0.55 2.01
H 1.15 0.22 3.13
H 1.21 -4.21 4.19
H 1.95 1.47 2.56
H -5.79 -0.41 2.02
C 0.21 -4.50 -2.54
C -2.00 0.92 -4.33
C -0.13 -3.76 -1.42
H 0.67 4.85 -0.32
H 0.79 5.41 2.66
H -1.63 1.38 -6.40
H 0.48 -3.80 -0.53
H -1.07 4.57 -0.48
C 0.51 -2.13 1.57
C 2.80 3.78 -1.88
C -5.33 -1.17 1.39
H -2.10 0.40 -2.23
C 3.99 -0.14 4.21
C 0.68 0.22 -4.20
H -2.42 -3.91 1.94
C -5.47 -3.19 0.12
C 0.91 4.36 2.38
H 3.89 5.31 -0.83
C 3.53 2.09 0.18
H 2.50 4.43 -2.69
H 0.79 0.79 -6.25
H 1.87 4.25 1.87
C -4.12 -3.09 -0.19
H -0.27 -4.99 -4.57
```

2S+1: 2
Calculated total energy, Ha: -2766.73844
Total charge: -2
Energy relative to the best compared isomer or geometry (same formula, charge and spin), eV: 0.000
HOMO energy (spin up / spin down), eV: -1.1 / -1.0
Orbital gap (spin up / spin down), eV: 5.11 / 5.02
Lowest unoccupied orbital energy (spin up / spin down), Eh: 0.1466 / 0.1466
Molar mass, g mol⁻¹: 777.9

Density functional theory data (ωB97M-V/def2-TZVPD) for a structure of composition C41H36AsCl2NO2P2S4W at a distorted geometry.

XYZ file:
```
90
C41H36AsCl2NO2P2S4W ωB97M-V/def2-TZVPD
P 0.17 -2.77 -0.26
S -1.35 -1.47 4.42
Cl -5.34 4.16 -1.34
H 3.95 -3.96 -3.07
C 0.57 0.68 -0.71
C -3.27 -5.61 -1.05
H 3.38 -2.48 0.59
C -2.71 3.49 0.37
H 1.13 1.56 -1.07
C -3.19 5.42 -4.52
H 0.53 4.64 2.18
H 1.94 -2.64 -2.49
C 5.91 -0.45 -0.31
H -3.23 6.02 -5.45
H -1.02 5.13 -4.98
H 2.41 4.67 3.77
C 5.20 -1.58 0.06
H -4.10 -6.35 -1.14
H 3.79 2.59 4.11
Cl -0.20 3.43 -2.89
C 2.24 3.71 3.21
H -2.82 2.16 3.42
H -2.57 6.35 2.29
S 1.84 -2.12 3.08
C -2.46 -3.39 -0.65
C 0.93 2.61 1.56
C 0.70 -0.34 -1.86
C -4.22 5.25 -3.62
S -1.14 -3.75 2.23
C -2.56 4.84 0.69
As -1.59 -3.54 4.32
H 0.08 -5.53 -1.02
C -1.74 4.20 -3.09
C -1.89 4.86 -4.26
H -1.73 2.53 -1.15
H -1.17 -1.31 -1.68
H 3.36 0.57 2.66
H -0.47 0.84 -0.55
C 5.26 0.72 -0.44
S -2.02 -5.08 5.45
H 0.29 0.15 -2.77
O -0.93 0.42 2.31
H -1.74 -7.07 -1.67
C -2.74 3.89 -2.18
C 1.20 3.78 2.28
W 0.05 -1.57 2.17
H -5.13 5.74 -3.79
H 7.00 -0.45 -0.37
H -3.35 0.81 0.21
H 1.75 -0.66 -2.00
H 5.71 1.63 -0.64
C 2.75 1.44 2.63
C -2.82 2.55 1.39
H 1.57 -5.09 1.13
H -2.76 4.74 4.03
C 2.04 -4.80 0.20
H 3.14 -6.52 0.33
C -0.13 -1.62 -1.65
H -0.10 2.62 1.07
C -0.93 -5.22 -1.01
C -1.97 -6.08 -1.31
O -1.81 -1.11 1.04
C -1.16 -3.91 -0.68
C -3.51 -4.27 -0.74
C 3.83 0.79 -0.30
C 2.27 -3.45 -1.83
C 2.99 2.55 3.43
C -4.01 4.48 -2.49
C 1.69 1.49 1.70
H -3.93 0.75 1.84
H 3.36 1.79 -0.36
H -2.63 5.66 -0.10
P 1.39 0.00 0.76
C -2.68 4.34 3.05
C 2.96 -5.72 -0.33
H 0.13 -2.35 -2.45
C -1.89 0.06 1.52
H -2.71 -2.38 -0.30
C -3.04 1.04 1.22
N -2.56 3.06 -0.98
C 3.28 -4.27 -2.27
C 3.14 -0.31 0.20
H 5.76 -2.51 0.25
H 4.41 -6.14 -1.83
C -2.78 2.99 2.71
C 3.62 -5.44 -1.54
H -4.56 -3.97 -0.46
C 3.83 -1.51 0.32
C 1.70 -3.71 -0.57
C -2.60 5.29 2.02
```

2S+1: 1
Calculated total energy, Ha: -7287.44112
Total charge: +2
Energy relative to the best compared isomer or geometry (same formula, charge and spin), eV: 0.019
HOMO energy, eV: -12.4
Orbital gap, eV: 5.18
Lowest unoccupied orbital energy, Eh: -0.2655
Molar mass, g mol⁻¹: 1094.6